1.
C15H35Cl3N5O5Zr as an isolated structure at a distorted geometry, computed with ωB97M-V/def2-TZVPD.

Atoms and positions in Å:
Zr 11.230 -15.221 33.434
Cl 9.623 -15.900 35.527
Cl 11.634 -14.407 31.089
Cl 12.010 -17.636 33.059
C 7.750 -12.686 34.690
C 8.485 -12.985 33.370
O 9.542 -13.663 33.322
N 7.960 -12.505 32.269
C 8.390 -12.706 30.903
H 8.013 -13.362 35.503
H 6.684 -12.783 34.483
H 7.864 -11.670 35.070
H 7.184 -11.861 32.324
H 8.063 -11.941 30.199
H 8.097 -13.678 30.506
H 9.451 -12.458 30.907
C 13.810 -12.209 35.308
C 12.657 -12.240 34.348
O 12.109 -13.316 33.973
N 12.237 -11.088 33.806
C 11.219 -10.832 32.809
H 14.379 -13.137 35.367
H 13.570 -12.003 36.351
H 14.418 -11.407 34.889
H 12.724 -10.273 34.151
H 10.225 -10.949 33.241
H 11.273 -11.550 31.991
H 11.308 -9.840 32.364
C 15.273 -13.302 32.241
C 14.997 -14.712 32.779
O 13.873 -15.045 33.193
N 16.079 -15.564 32.652
C 16.021 -16.971 33.067
H 14.890 -13.380 31.223
H 16.326 -13.020 32.221
H 14.784 -12.485 32.771
H 16.924 -15.235 32.206
H 15.080 -17.258 33.536
H 16.770 -17.045 33.855
H 16.307 -17.643 32.258
C 7.009 -16.058 32.276
C 8.374 -16.441 31.764
O 9.378 -16.127 32.398
N 8.517 -17.149 30.620
C 9.765 -17.570 29.952
H 6.250 -16.265 31.521
H 6.916 -14.994 32.496
H 6.825 -16.516 33.248
H 7.649 -17.516 30.255
H 10.058 -18.575 30.255
H 10.550 -16.831 30.115
H 9.742 -17.449 28.869
C 13.937 -16.925 36.597
C 13.061 -15.703 36.460
O 12.610 -15.437 35.340
N 12.749 -14.930 37.540
C 13.416 -14.948 38.844
H 13.562 -17.537 37.418
H 15.020 -16.835 36.684
H 13.865 -17.634 35.772
H 12.057 -14.201 37.441
H 14.337 -14.364 38.814
H 13.728 -15.949 39.143
H 12.748 -14.603 39.632

total energy: -2670.285644 a.u.
largest force on an atom: 3.0 eV Å⁻¹
spin multiplicity: 1
relative energy (zero: lowest compared OMol25 entry of this formula, charge and spin): 209.9 kJ/mol
HOMO level: -11.3 eV
net charge: +1
gap between HOMO and LUMO: 9.089 eV
LUMO energy: -2.2323 eV

=====

2.
C15H35CsN5O9S as an isolated structure at a distorted geometry, computed with ωB97M-V/def2-TZVPD.

Atoms and positions in Å:
Cs 3.374 -2.592 0.287
S 0.354 0.960 -0.317
O 1.249 1.345 0.743
O -0.215 -0.303 0.100
O -0.589 2.073 -0.484
O 1.107 0.826 -1.587
C 2.518 -1.711 -5.674
C 3.428 -0.656 -6.307
O 4.088 -0.958 -7.272
N 3.471 0.461 -5.603
C 4.484 1.468 -5.821
H 2.325 -1.573 -4.610
H 2.926 -2.717 -5.771
H 1.548 -1.620 -6.163
H 3.025 0.434 -4.697
H 4.026 2.449 -5.700
H 5.023 1.357 -6.762
H 5.245 1.339 -5.052
C -1.397 0.428 4.741
C -0.951 -0.999 5.088
O -0.865 -1.346 6.263
N -0.615 -1.801 4.089
C -0.273 -3.188 4.254
H -0.747 1.160 5.218
H -2.439 0.613 5.004
H -1.316 0.516 3.657
H -0.729 -1.401 3.168
H 0.249 -3.603 3.391
H -1.203 -3.757 4.284
H 0.273 -3.320 5.188
C -3.192 -1.693 -3.105
C -3.559 -3.017 -2.479
O -4.476 -3.645 -2.899
N -2.760 -3.438 -1.441
C -3.001 -4.573 -0.635
H -3.342 -0.919 -2.353
H -3.852 -1.402 -3.923
H -2.141 -1.595 -3.375
H -2.167 -2.727 -1.039
H -2.149 -4.804 0.005
H -3.229 -5.372 -1.340
H -3.816 -4.269 0.022
C 5.592 3.066 0.300
C 5.940 2.764 1.710
O 7.120 2.760 2.090
N 4.943 2.460 2.526
C 5.008 2.141 3.920
H 6.434 2.861 -0.361
H 5.340 4.123 0.216
H 4.827 2.400 -0.100
H 4.062 2.318 2.054
H 5.856 2.710 4.302
H 5.111 1.097 4.216
H 4.033 2.369 4.351
C -5.166 0.031 1.454
C -5.811 1.368 1.423
O -6.975 1.558 1.642
N -5.006 2.340 1.016
C -5.428 3.705 0.840
H -5.681 -0.580 0.713
H -5.086 -0.482 2.413
H -4.181 0.119 0.995
H -4.019 2.159 0.898
H -5.756 3.845 -0.190
H -4.605 4.403 0.992
H -6.245 4.034 1.483

total energy: -1961.899948 a.u.
largest force on an atom: 4.1 eV Å⁻¹
spin multiplicity: 1
HOMO level: -3.5 eV
net charge: -1
gap between HOMO and LUMO: 3.620 eV
LUMO energy: 0.1225 eV

=====

3.
C15H35CuN5O8 as an isolated structure at a distorted geometry, computed with ωB97M-V/def2-TZVPD.

Atoms and positions in Å:
Cu 0.106 -0.484 0.248
C 0.107 3.428 -1.216
C 0.693 2.189 -1.833
C 1.895 2.584 -2.770
O 0.946 1.155 -0.921
H -0.871 3.068 -0.895
H 0.021 4.176 -2.004
H 0.687 3.796 -0.369
H -0.172 1.911 -2.436
H 1.801 3.609 -3.130
H 2.014 2.061 -3.719
H 2.863 2.328 -2.341
N -1.575 -3.062 1.977
O -2.392 -3.815 1.369
O -1.413 -3.338 3.135
O -1.015 -2.133 1.431
C 0.248 0.046 4.570
C 0.233 0.949 3.425
O 0.250 0.481 2.271
N 0.087 2.300 3.596
C -0.160 3.305 2.549
H -0.275 -0.859 4.260
H -0.309 0.467 5.407
H 1.253 -0.169 4.933
H -0.378 2.635 4.428
H -1.248 3.368 2.517
H 0.307 3.286 1.565
H 0.102 4.279 2.963
C 3.669 -1.177 2.524
C 3.130 -1.303 1.081
O 1.893 -1.339 0.976
N 3.953 -1.464 -0.018
C 5.377 -1.856 -0.031
H 3.846 -0.153 2.851
H 4.657 -1.635 2.569
H 3.055 -1.703 3.255
H 3.415 -1.547 -0.869
H 5.967 -1.082 0.460
H 5.729 -1.870 -1.063
H 5.655 -2.786 0.463
C -3.834 1.154 1.361
C -3.041 0.845 0.086
O -1.861 0.475 0.140
N -3.765 0.766 -1.024
C -3.406 0.175 -2.409
H -3.294 1.837 2.017
H -4.268 0.315 1.904
H -4.706 1.734 1.060
H -4.757 0.872 -0.870
H -2.349 -0.051 -2.549
H -3.619 0.857 -3.232
H -4.017 -0.692 -2.660
C -1.608 -3.756 -1.784
C -0.917 -2.475 -2.206
O -0.296 -1.744 -1.413
N -0.945 -2.148 -3.507
C -0.275 -0.959 -4.154
H -0.882 -4.411 -1.302
H -1.965 -4.377 -2.605
H -2.462 -3.624 -1.120
H -1.705 -2.560 -4.029
H -0.419 0.032 -3.722
H -0.556 -0.858 -5.203
H 0.798 -1.055 -3.986

total energy: -3108.281691 a.u.
largest force on an atom: 4.9 eV Å⁻¹
spin multiplicity: 3
HOMO level (spin up / spin down): -9.8 / -9.8 eV
net charge: +1
gap between HOMO and LUMO (spin up / spin down): 7.684 / 3.829 eV
LUMO energy (spin up / spin down): -2.0989 / -5.9341 eV

=====

What did the first record say?
C15H35Cl3N5O5Zr as an isolated structure at a distorted geometry, computed with ωB97M-V/def2-TZVPD.

Atoms and positions in Å:
Zr 11.230 -15.221 33.434
Cl 9.623 -15.900 35.527
Cl 11.634 -14.407 31.089
Cl 12.010 -17.636 33.059
C 7.750 -12.686 34.690
C 8.485 -12.985 33.370
O 9.542 -13.663 33.322
N 7.960 -12.505 32.269
C 8.390 -12.706 30.903
H 8.013 -13.362 35.503
H 6.684 -12.783 34.483
H 7.864 -11.670 35.070
H 7.184 -11.861 32.324
H 8.063 -11.941 30.199
H 8.097 -13.678 30.506
H 9.451 -12.458 30.907
C 13.810 -12.209 35.308
C 12.657 -12.240 34.348
O 12.109 -13.316 33.973
N 12.237 -11.088 33.806
C 11.219 -10.832 32.809
H 14.379 -13.137 35.367
H 13.570 -12.003 36.351
H 14.418 -11.407 34.889
H 12.724 -10.273 34.151
H 10.225 -10.949 33.241
H 11.273 -11.550 31.991
H 11.308 -9.840 32.364
C 15.273 -13.302 32.241
C 14.997 -14.712 32.779
O 13.873 -15.045 33.193
N 16.079 -15.564 32.652
C 16.021 -16.971 33.067
H 14.890 -13.380 31.223
H 16.326 -13.020 32.221
H 14.784 -12.485 32.771
H 16.924 -15.235 32.206
H 15.080 -17.258 33.536
H 16.770 -17.045 33.855
H 16.307 -17.643 32.258
C 7.009 -16.058 32.276
C 8.374 -16.441 31.764
O 9.378 -16.127 32.398
N 8.517 -17.149 30.620
C 9.765 -17.570 29.952
H 6.250 -16.265 31.521
H 6.916 -14.994 32.496
H 6.825 -16.516 33.248
H 7.649 -17.516 30.255
H 10.058 -18.575 30.255
H 10.550 -16.831 30.115
H 9.742 -17.449 28.869
C 13.937 -16.925 36.597
C 13.061 -15.703 36.460
O 12.610 -15.437 35.340
N 12.749 -14.930 37.540
C 13.416 -14.948 38.844
H 13.562 -17.537 37.418
H 15.020 -16.835 36.684
H 13.865 -17.634 35.772
H 12.057 -14.201 37.441
H 14.337 -14.364 38.814
H 13.728 -15.949 39.143
H 12.748 -14.603 39.632

total energy: -2670.285644 a.u.
largest force on an atom: 3.0 eV Å⁻¹
spin multiplicity: 1
relative energy (zero: lowest compared OMol25 entry of this formula, charge and spin): 209.9 kJ/mol
HOMO level: -11.3 eV
net charge: +1
gap between HOMO and LUMO: 9.089 eV
LUMO energy: -2.2323 eV

=====

What did the first record say?
C15H35Cl3N5O5Zr as an isolated structure at a distorted geometry, computed with ωB97M-V/def2-TZVPD.

Atoms and positions in Å:
Zr 11.230 -15.221 33.434
Cl 9.623 -15.900 35.527
Cl 11.634 -14.407 31.089
Cl 12.010 -17.636 33.059
C 7.750 -12.686 34.690
C 8.485 -12.985 33.370
O 9.542 -13.663 33.322
N 7.960 -12.505 32.269
C 8.390 -12.706 30.903
H 8.013 -13.362 35.503
H 6.684 -12.783 34.483
H 7.864 -11.670 35.070
H 7.184 -11.861 32.324
H 8.063 -11.941 30.199
H 8.097 -13.678 30.506
H 9.451 -12.458 30.907
C 13.810 -12.209 35.308
C 12.657 -12.240 34.348
O 12.109 -13.316 33.973
N 12.237 -11.088 33.806
C 11.219 -10.832 32.809
H 14.379 -13.137 35.367
H 13.570 -12.003 36.351
H 14.418 -11.407 34.889
H 12.724 -10.273 34.151
H 10.225 -10.949 33.241
H 11.273 -11.550 31.991
H 11.308 -9.840 32.364
C 15.273 -13.302 32.241
C 14.997 -14.712 32.779
O 13.873 -15.045 33.193
N 16.079 -15.564 32.652
C 16.021 -16.971 33.067
H 14.890 -13.380 31.223
H 16.326 -13.020 32.221
H 14.784 -12.485 32.771
H 16.924 -15.235 32.206
H 15.080 -17.258 33.536
H 16.770 -17.045 33.855
H 16.307 -17.643 32.258
C 7.009 -16.058 32.276
C 8.374 -16.441 31.764
O 9.378 -16.127 32.398
N 8.517 -17.149 30.620
C 9.765 -17.570 29.952
H 6.250 -16.265 31.521
H 6.916 -14.994 32.496
H 6.825 -16.516 33.248
H 7.649 -17.516 30.255
H 10.058 -18.575 30.255
H 10.550 -16.831 30.115
H 9.742 -17.449 28.869
C 13.937 -16.925 36.597
C 13.061 -15.703 36.460
O 12.610 -15.437 35.340
N 12.749 -14.930 37.540
C 13.416 -14.948 38.844
H 13.562 -17.537 37.418
H 15.020 -16.835 36.684
H 13.865 -17.634 35.772
H 12.057 -14.201 37.441
H 14.337 -14.364 38.814
H 13.728 -15.949 39.143
H 12.748 -14.603 39.632

total energy: -2670.285644 a.u.
largest force on an atom: 3.0 eV Å⁻¹
spin multiplicity: 1
relative energy (zero: lowest compared OMol25 entry of this formula, charge and spin): 209.9 kJ/mol
HOMO level: -11.3 eV
net charge: +1
gap between HOMO and LUMO: 9.089 eV
LUMO energy: -2.2323 eV

=====

Q: The lowest largest force on an atom belongs to which entry?
A: C15H35Cl3N5O5Zr